The following is a DFT calculation (ωB97M-V/def2-TZVPD) of a molecular structure, C2Br3NO2.

Geometry as XYZ:
```
8
Properties=species:S:1:pos:R:3:forces:R:3
C -0.1862 -0.5184 0.0726 2.16 0.44 -0.54
C -1.2715 0.1879 -0.0968 -1.76 -0.24 0.73
N 1.7173 0.3455 0.0621 -4.53 -3.39 -0.04
O 2.4384 -0.5616 0.1768 1.73 -0.32 0.23
O 1.7595 1.4751 -0.1420 0.72 2.45 -0.21
Br 0.0299 -2.3603 -0.0185 0.00 0.58 0.18
Br -3.0934 -0.6156 -0.0490 1.41 0.30 -0.23
Br -1.3942 2.0473 -0.0051 0.28 0.18 -0.12
```
Positions in Å, forces in eV/Å.

The LUMO energy comes out at -1.15 eV. As for the energy above the lowest of the compared OMol25 structures with the same formula, charge and spin: 118.2 kcal/mol. The max |F| is 5.66 eV/A. The value obtained for the HOMO energy is -9.72 eV. The total energy is -217780.5349 eV.

The following is a DFT calculation (ωB97M-V/def2-TZVPD) of a molecular structure, C2Br3O3.

Geometry as XYZ:
```
8
Properties=species:S:1:pos:R:3:forces:R:3
C 0.7394 0.9522 0.4278 -1.31 -3.05 0.22
C -1.8148 -0.2803 -0.1648 -1.61 0.12 -1.11
O 1.9767 0.7189 0.3449 2.45 1.35 -0.10
O 0.0737 1.9001 0.7833 0.11 0.98 0.09
O 0.3007 -0.2688 0.1201 0.68 0.65 0.34
Br -2.5928 -0.2575 1.4877 -0.32 1.27 2.10
Br -2.4147 -1.9130 -0.8400 0.23 -1.26 -1.56
Br -2.0375 1.1848 -1.3442 -0.24 -0.05 0.03
```
Positions in Å, forces in eV/Å.

As for the multiplicity: 3. The LUMO energy (alpha / beta) comes out at 2.97 / 1.95 eV. The max |F| is 3.33 eV/A. Its net charge is -1. The value obtained for the HOMO energy (alpha / beta) is -3.55 / -5.57 eV. The total energy is -218341.4606 eV.

The following is a DFT calculation (ωB97M-V/def2-TZVPD) of a molecular structure, C2Br4S2.

Geometry as XYZ:
```
8
Properties=species:S:1:pos:R:3:forces:R:3
C -0.1065 0.3947 -2.2790 -0.46 -1.12 2.68
C 0.1827 -0.3013 2.3213 2.05 2.04 1.15
S 0.8136 -0.2459 -1.0588 -1.39 1.20 -2.51
S 0.1845 1.2104 2.9549 -0.18 -1.75 -1.02
Br -2.0716 0.4948 -2.1084 0.85 -0.19 0.21
Br 0.3231 1.1307 -3.8916 0.84 0.25 -0.72
Br -1.1573 -1.4988 2.2781 -1.59 -0.80 -0.14
Br 1.8314 -1.1846 1.7834 -0.12 0.38 0.36
```
Positions in Å, forces in eV/Å.

The LUMO energy comes out at -1.24 eV. As for the energy above the lowest of the compared OMol25 structures with the same formula, charge and spin: 21.6 kcal/mol. The max |F| is 3.11 eV/A. The value obtained for the HOMO energy is -9.46 eV. The total energy is -303912.1495 eV.

The following is a DFT calculation (ωB97M-V/def2-TZVPD) of a molecular structure, C2BrClF5N.

Geometry as XYZ:
```
10
Properties=species:S:1:pos:R:3:forces:R:3
C -0.2862 -0.1227 0.5467 1.08 -0.21 0.78
C -1.3755 0.4249 -0.3510 -0.46 0.24 -0.48
N 1.9351 -0.4039 -0.6645 -1.70 -0.32 -0.96
F -0.4750 -1.3235 1.0789 -0.16 0.67 -0.41
F 0.1755 0.7322 1.4618 -0.54 -0.39 -0.62
F -2.0021 -0.5570 -0.9961 0.19 -0.21 0.16
F -2.2961 1.1140 0.3385 0.03 -0.05 0.27
F -0.8761 1.2602 -1.2648 0.28 -0.05 0.21
Cl 2.2617 -1.9918 -0.2512 0.42 -0.16 0.37
Br 2.9387 0.8677 0.1017 0.87 0.48 0.68
```
Positions in Å, forces in eV/Å.

The LUMO energy (alpha / beta) comes out at -1.55 / -0.72 eV. As for the energy above the lowest of the compared OMol25 structures with the same formula, charge and spin: 46.3 kcal/mol. The max |F| is 1.98 eV/A. The value obtained for the HOMO energy (alpha / beta) is -9.57 / -9.81 eV. The total energy is -99711.8793 eV.

The following is a DFT calculation (ωB97M-V/def2-TZVPD) of a single C2Cl2F2 molecule.

Geometry as XYZ:
```
6
Properties=species:S:1:pos:R:3:forces:R:3
C -0.7300 0.0867 0.1126 -3.50 -0.98 0.07
C 0.5882 0.0222 -0.0341 1.50 -1.74 1.16
F -1.3586 -1.0692 0.2196 -1.53 0.28 -0.45
F -1.5807 1.0907 0.1837 1.33 -0.67 0.24
Cl 1.8256 1.3755 -0.2263 2.27 3.15 -1.09
Cl 1.2554 -1.5059 -0.2555 -0.09 -0.04 0.06
```
Positions in Å, forces in eV/Å.

As for the multiplicity: 3. The LUMO energy (alpha / beta) comes out at 0.57 / -3.48 eV. As for the energy above the lowest of the compared OMol25 structures with the same formula, charge and spin: 30.3 kcal/mol. The max |F| is 4.03 eV/A. The value obtained for the HOMO energy (alpha / beta) is -5.35 / -10.79 eV. The total energy is -32547.7185 eV.

The following is a DFT calculation (ωB97M-V/def2-TZVPD) of a single C2Cl2F2N2 molecule.

Geometry as XYZ:
```
8
Properties=species:S:1:pos:R:3:forces:R:3
C -0.0190 -0.2165 1.3348 0.47 -0.21 -0.43
C -0.6878 0.0271 0.0986 0.43 0.10 -2.45
N 0.6999 -0.5679 2.1516 0.20 0.04 0.70
N 0.5328 0.2111 -1.2389 -1.65 -0.21 1.40
F 1.2756 1.2568 -0.8364 0.24 1.05 0.29
F 1.4632 -0.7942 -1.1265 -0.67 -0.36 0.38
Cl -1.5478 -1.3886 -0.4861 0.11 0.24 0.25
Cl -1.7169 1.4722 0.1030 0.87 -0.66 -0.15
```
Positions in Å, forces in eV/Å.

The LUMO energy comes out at -0.38 eV. As for the energy above the lowest of the compared OMol25 structures with the same formula, charge and spin: 4.0 kcal/mol. The max |F| is 2.49 eV/A. The value obtained for the HOMO energy is -11.22 eV. The total energy is -35528.4517 eV.

The following is a DFT calculation (ωB97M-V/def2-TZVPD) of 2 unconnected molecules or ions with the total composition C2Cl2F4S.

Geometry as XYZ:
```
9
Properties=species:S:1:pos:R:3:forces:R:3
C 1.0180 -0.3214 -0.9359 -2.81 0.80 2.59
C -0.4755 0.7914 0.8746 0.55 -1.72 -1.39
F 1.9149 -0.6515 -0.0635 1.37 -0.47 0.23
F 0.3850 -1.3618 -1.4093 0.27 -0.57 -0.61
F 1.4222 0.4703 -1.8559 0.82 0.78 -1.14
F 0.3575 1.4649 1.6480 0.14 -0.21 0.48
S -1.1727 -0.7169 1.6846 1.02 1.92 0.70
Cl -1.4487 1.8461 -0.0581 -0.47 0.08 0.06
Cl -2.0008 -1.5211 0.1155 -0.89 -0.61 -0.92
```
Positions in Å, forces in eV/Å.

The LUMO energy (alpha / beta) comes out at -0.50 / -0.12 eV. As for the energy above the lowest of the compared OMol25 structures with the same formula, charge and spin: 68.3 kcal/mol. The max |F| is 3.91 eV/A. The value obtained for the HOMO energy (alpha / beta) is -8.98 / -8.47 eV. The total energy is -48820.4151 eV.

The following is a DFT calculation (ωB97M-V/def2-TZVPD) of a single C2Cl2N2O4 molecule.

Geometry as XYZ:
```
10
Properties=species:S:1:pos:R:3:forces:R:3
C -0.0029 0.0072 -0.3390 0.30 -0.10 1.00
C 0.1529 -0.1595 -1.6474 -0.55 0.78 2.20
N -0.0452 -1.1533 0.6194 -2.18 0.16 -0.73
N -0.1731 1.3229 0.3799 -0.43 -1.94 1.04
O -0.9550 -1.9585 0.4529 0.79 0.57 -0.29
O -0.8764 1.2373 1.3546 -0.84 -0.44 0.45
O 0.7163 -1.1489 1.5283 1.29 0.12 0.73
O 0.4089 2.3024 0.0713 1.22 1.23 -1.45
Cl 0.0008 1.1753 -2.5913 0.06 1.36 -1.82
Cl 0.3580 -1.6452 -2.2949 0.35 -1.75 -1.12
```
Positions in Å, forces in eV/Å.

The LUMO energy comes out at -1.20 eV. As for the energy above the lowest of the compared OMol25 structures with the same formula, charge and spin: 9.9 kcal/mol. The max |F| is 2.40 eV/A. The value obtained for the HOMO energy is -10.89 eV. The total energy is -38281.3771 eV.

The following is a DFT calculation (ωB97M-V/def2-TZVPD) of 2 unconnected molecules or ions with the total composition C2Cl2NS2.

Geometry as XYZ:
```
7
Properties=species:S:1:pos:R:3:forces:R:3
C 0.0527 0.3889 -0.6421 -0.36 -0.53 1.35
C -1.6874 -0.2895 0.3431 1.18 0.41 -0.52
N 1.1127 0.4638 -0.1230 -1.95 -0.21 -1.02
S 3.5423 -1.0118 0.2174 0.06 -0.18 -0.03
S 2.6419 0.6540 0.4002 1.06 0.39 0.43
Cl -1.9530 -1.8825 0.1179 0.07 -0.04 -0.12
Cl -2.8700 0.8236 0.4032 -0.05 0.16 -0.08
```
Positions in Å, forces in eV/Å.

The LUMO energy (alpha / beta) comes out at -7.02 / -6.76 eV. As for the energy above the lowest of the compared OMol25 structures with the same formula, charge and spin: 46.8 kcal/mol. The max |F| is 2.21 eV/A. Its net charge is +1. The value obtained for the HOMO energy (alpha / beta) is -13.16 / -14.19 eV. The total energy is -50266.1776 eV.

The following is a DFT calculation (ωB97M-V/def2-TZVPD) of 2 unconnected molecules or ions with the total composition C2Cl3N3O.

Geometry as XYZ:
```
9
Properties=species:S:1:pos:R:3:forces:R:3
C -1.5421 -0.8328 -0.2956 0.21 0.86 1.07
C 1.0311 0.9490 0.1184 0.54 0.94 -0.26
N -1.9795 -0.2589 0.6804 -0.40 0.76 1.03
N -1.1270 -1.6779 -1.0400 0.27 -1.38 -2.01
N 1.9597 0.2372 0.3391 3.12 -1.48 1.53
O 0.1328 1.5345 -0.2937 -1.10 0.76 -0.43
Cl 0.5184 -1.7997 -1.4729 -0.34 -0.02 0.13
Cl 3.4536 0.4699 1.2202 -1.83 0.02 -0.87
Cl -2.4469 1.3787 0.7442 -0.49 -0.48 -0.18
```
Positions in Å, forces in eV/Å.

The LUMO energy comes out at -0.82 eV. As for the energy above the lowest of the compared OMol25 structures with the same formula, charge and spin: 17.9 kcal/mol. The max |F| is 3.78 eV/A. The value obtained for the HOMO energy is -10.17 eV. The total energy is -46153.8464 eV.

The following is a DFT calculation (ωB97M-V/def2-TZVPD) of 2 unconnected molecules or ions with the total composition C2Cl4O2S.

Geometry as XYZ:
```
9
Properties=species:S:1:pos:R:3:forces:R:3
C 0.1125 0.5666 -0.0476 -2.23 2.58 -0.67
C 1.4054 0.4719 -0.1883 0.40 0.37 0.41
O -1.3247 -0.8364 1.4361 0.06 -0.27 -0.22
O -0.7061 -1.8214 -0.7335 0.52 -0.89 -1.26
S -1.0978 -0.7163 0.0308 -0.43 0.91 3.07
Cl -0.9171 2.9080 0.1518 1.48 -3.27 -0.30
Cl 2.1518 -1.0436 -0.1357 0.28 -0.69 -0.16
Cl -2.7546 0.0387 -0.6739 -0.48 0.48 -0.77
Cl 2.4519 1.7765 -0.2293 0.39 0.79 -0.10
```
Positions in Å, forces in eV/Å.

The LUMO energy (alpha / beta) comes out at -3.42 / -3.44 eV. As for the energy above the lowest of the compared OMol25 structures with the same formula, charge and spin: 61.3 kcal/mol. The max |F| is 3.60 eV/A. The value obtained for the HOMO energy (alpha / beta) is -10.97 / -10.98 eV. The total energy is -67089.1782 eV.

The following is a DFT calculation (ωB97M-V/def2-TZVPD) of 2 unconnected molecules or ions with the total composition C2Cl4OS.

Geometry as XYZ:
```
8
Properties=species:S:1:pos:R:3:forces:R:3
C -0.8410 -0.6478 0.6396 0.60 -0.07 -0.59
C -0.3097 -1.4998 -0.1793 -0.31 -2.51 0.54
O 1.4017 2.1803 -1.5778 1.18 0.00 -0.87
S 0.3150 2.1650 -0.6386 -1.48 -0.31 0.44
Cl -1.4087 -0.5930 2.1568 -0.29 0.06 0.61
Cl -0.2734 -3.3871 0.2611 -0.08 2.27 -0.23
Cl 0.2541 -1.2763 -1.7458 0.18 0.33 -0.38
Cl 0.8621 3.0586 1.0840 0.20 0.21 0.48
```
Positions in Å, forces in eV/Å.

The LUMO energy (alpha / beta) comes out at -1.52 / -2.12 eV. As for the energy above the lowest of the compared OMol25 structures with the same formula, charge and spin: 67.6 kcal/mol. The max |F| is 2.58 eV/A. The value obtained for the HOMO energy (alpha / beta) is -9.93 / -9.29 eV. The total energy is -65042.3104 eV.

- Number 5 is which compound?
  C2Cl2F2

- The highest max |F| belongs to which entry?
  C2Br3NO2

- Number 8 is which compound?
  C2Cl2N2O4